1.
13
Properties=species:S:1:pos:R:3 method="wB97M-V/def2-TZVPD" homo_energy_ev="-6.0 / -9.4" multiplicity=3 lumo_energy_ha="0.0136 / -0.0924" total_energy_ha=-3065.6134 homo_lumo_gap_ha="0.2336 / 0.2530" total_charge=0
C 0.1800 -1.0861 0.0300
C -0.9145 -0.5772 -0.1364
C 1.3642 -1.8539 0.1560
C -2.4633 1.2313 -0.8845
C -2.1174 0.1510 -0.1221
Br 0.1516 2.0048 2.2274
I -3.6414 -0.8189 1.0409
H 1.7129 -2.1518 -0.8645
H 1.1737 -2.6707 0.8153
H 2.2530 -1.3485 0.5236
H -0.3969 0.7292 2.7174
H -3.2789 1.9658 -0.7386
H -1.7211 1.5486 -1.6294



2.
88
Properties=species:S:1:pos:R:3 method="wB97M-V/def2-TZVPD" homo_energy_ev="2.0 / -1.0" multiplicity=2 lumo_energy_ha="0.1337 / 0.1310" total_energy_ha=-1936.0294 homo_lumo_gap_ha="0.0611 / 0.1694" total_charge=-2
O 0.3906 0.2281 0.0626
H 0.3479 0.8047 -0.7038
H 0.6410 0.7040 0.8579
H 0.9725 -0.5308 -0.0214
C 3.0371 0.0016 -3.8646
C 3.8762 0.0606 -5.0650
C 5.3880 0.5783 -4.8180
O 6.1705 0.8537 -5.7823
C 5.8591 0.6073 -3.5051
C 5.0121 0.4479 -2.4131
C 3.5369 0.0872 -2.5877
O 2.6700 -0.1648 -1.6062
O 5.5210 0.7450 -1.2487
O 3.4173 -0.2011 -6.2290
H 1.9860 -0.1031 -4.0895
H 6.9025 0.8579 -3.3824
C 2.4835 -3.1117 0.6099
O 1.8591 -2.0033 1.2294
C 2.7080 -1.3287 2.1780
C 2.0566 -0.0837 2.8261
N 1.8589 1.1381 1.9776
C 3.0927 1.8669 1.7689
C 3.1184 3.1371 2.6096
O 1.8360 3.7038 2.3840
C 1.7135 4.8418 3.1768
H 3.4494 -2.8833 0.1592
H 1.8458 -3.4174 -0.2196
H 2.5786 -3.9376 1.3147
H 3.6864 -1.1815 1.7207
H 3.0949 -2.0260 2.9211
H 2.6695 0.0731 3.7138
H 1.0779 -0.4599 3.1240
H 1.2777 1.8805 2.3397
H 3.1171 2.1516 0.7170
H 4.0274 1.3240 1.9096
H 3.8638 3.8614 2.2811
H 3.3811 2.7809 3.6057
H 1.7867 4.5728 4.2306
H 0.7197 5.2787 3.0795
H 2.5056 5.5669 2.9900
C -1.1202 -1.6454 -2.9847
O -1.0231 -0.5303 -2.1503
C -1.2051 0.6990 -2.9078
C -1.1350 2.0381 -2.1542
N 0.1583 2.3238 -1.5121
C 0.2456 3.6143 -0.8354
C -0.7752 3.7852 0.3221
O -1.0253 2.6428 1.1151
C -1.9819 2.9800 2.1154
H -2.0851 -1.6021 -3.4899
H -1.0855 -2.6271 -2.5124
H -0.2796 -1.6782 -3.6779
H -2.1546 0.6604 -3.4418
H -0.4388 0.7160 -3.6828
H -1.9371 2.0189 -1.4163
H -1.4438 2.8016 -2.8683
H 0.7604 2.2707 -2.3213
H 0.2683 4.4859 -1.4895
H 1.1849 3.7272 -0.2940
H -1.7087 4.1752 -0.0836
H -0.3195 4.4869 1.0208
H -2.8115 2.2754 2.0563
H -2.4564 3.9611 2.1317
H -1.4971 2.9752 3.0917
C -6.9784 -3.3153 -0.1900
O -5.6550 -3.2338 -0.4272
C -5.3134 -1.9457 -0.9206
C -3.8154 -1.7545 -0.9194
N -3.3479 -1.9389 0.4739
C -2.0753 -2.6222 0.5294
C -1.7127 -3.0395 2.0318
O -2.6302 -4.0908 2.2419
C -2.4544 -4.7390 3.4991
H -7.1632 -4.3323 0.1560
H -7.5672 -3.2226 -1.1027
H -7.2910 -2.5047 0.4683
H -5.7181 -1.0878 -0.3836
H -5.8021 -1.8641 -1.8915
H -3.6194 -0.7292 -1.2333
H -3.4037 -2.4182 -1.6798
H -3.8860 -2.7768 0.6426
H -1.3349 -1.9178 0.1501
H -2.1478 -3.4770 -0.1430
H -1.8151 -2.1812 2.6958
H -0.7064 -3.4531 2.0989
H -3.4237 -5.1471 3.7855
H -2.2079 -4.0666 4.3208
H -1.6016 -5.4177 3.5153



3.
74
Properties=species:S:1:pos:R:3 method="wB97M-V/def2-TZVPD" homo_energy_ev=-8.3 relative_energy_kj_mol=177.1 multiplicity=1 lumo_energy_ha=0.0049 total_energy_ha=-1673.9742 homo_lumo_gap_ha=0.3111 total_charge=0
N 1.7933 -2.1494 -2.6906
C 1.4683 -2.7714 -3.7796
N 1.3783 -4.0814 -3.6516
O 1.2163 -2.0174 -4.8866
H 1.9663 -1.1394 -2.6766
H 2.1203 -2.5994 -1.7576
H 0.7783 -4.6144 -4.3386
H 1.6523 -4.5024 -2.7906
N -1.0637 1.0366 -1.5516
C -0.0957 0.4336 -2.1526
N -0.4777 -0.7614 -2.5326
O 1.2013 0.8936 -2.1976
H -0.9667 1.9136 -1.0686
H -2.0647 0.6866 -1.6206
H 0.1873 -1.5114 -2.8756
H -1.4877 -1.0934 -2.5446
N 1.4883 3.6186 -1.6646
C 0.7413 4.0646 -0.6686
N 1.0193 5.2986 -0.4416
O -0.2697 3.3786 -0.0646
H 1.3593 2.6516 -2.0236
H 2.0673 4.2146 -2.2436
H 0.6493 5.7516 0.3884
H 1.7523 5.7546 -0.9366
N -0.5547 -3.4354 2.0204
C -1.3197 -2.8794 2.9064
N -1.4367 -1.6054 2.7524
O -2.0667 -3.6214 3.8984
H -0.2337 -4.4204 2.1434
H 0.0483 -2.7694 1.5424
H -1.8827 -1.0654 3.5164
H -0.9227 -1.1324 2.0154
C -2.2397 1.6536 3.2434
C -3.5347 1.1126 4.0014
O -3.2507 -0.2004 4.3144
H -2.3507 2.5856 2.7434
H -2.0687 1.0996 2.3254
H -1.3467 1.6326 3.8344
H -4.3897 1.1436 3.4054
H -3.7397 1.6926 4.9174
H -4.0587 -0.6434 4.4614
C 4.0793 1.4816 -0.3636
C 3.8983 -0.0164 -0.6786
O 4.0673 -0.3324 -1.9956
H 4.4093 1.6776 0.6694
H 3.1993 2.0436 -0.5016
H 4.7873 2.0396 -1.0466
H 2.8893 -0.3414 -0.3576
H 4.6423 -0.5174 -0.0946
H 3.9683 0.3626 -2.6286
C 3.0813 -3.3524 0.8154
O 2.7013 -3.5564 -0.5216
H 2.5433 -4.0334 1.4754
H 2.7653 -2.3764 1.1844
H 4.1823 -3.4614 0.9594
H 3.0673 -4.3994 -0.7186
C -2.9447 -1.0564 -0.3296
O -3.4087 -0.4504 -1.5496
H -2.6347 -0.2994 0.3774
H -2.1477 -1.7524 -0.4936
H -3.7797 -1.6884 0.0494
H -3.9747 -1.0694 -2.0156
C -3.5127 2.9486 -0.1536
O -2.8487 4.0256 0.4614
H -4.5037 2.8116 0.1964
H -2.8667 2.0526 -0.0796
H -3.6487 3.1626 -1.2346
H -1.9277 3.8526 0.6214
C 0.5743 0.3396 1.0184
O 0.2923 -0.9344 0.5274
H 1.3833 0.8696 0.5274
H 0.9143 0.2296 2.0494
H -0.3667 0.9356 0.9784
H 0.0543 -0.8014 -0.4226